[1]
Formula: C5H29N2O8
Source: the Open Molecules 2025 dataset
Level of theory: wB97M-V/def2-TZVPD

Geometry as ORCA input:
```
! wB97M-V def2-TZVPD RIJCOSX def2/J DEFGRID3
* xyz 1 1
N 2.937 -0.768 0.283
C 2.649 -0.575 1.728
C 1.391 0.270 1.934
N 0.324 -0.201 1.079
C -1.285 1.404 2.024
C -1.067 -0.047 1.561
C -2.012 -0.244 0.383
O -1.833 -1.579 -0.147
H 2.777 0.096 -0.268
H 2.467 -1.602 -0.153
H 3.945 -0.866 0.187
H 3.501 -0.296 2.340
H 2.494 -1.607 2.055
H 1.058 0.210 2.964
H 1.766 1.292 1.765
H 0.481 0.148 0.150
H -1.130 2.165 1.262
H -0.538 1.624 2.798
H -2.259 1.540 2.500
H -1.095 -0.758 2.380
H -3.047 -0.164 0.723
H -1.773 0.487 -0.380
H -1.597 -2.282 0.501
H 1.401 1.115 -2.516
H 0.839 2.136 -1.503
O 1.554 1.505 -1.621
H -2.070 2.989 -1.763
H -1.334 1.810 -2.631
O -1.953 1.966 -1.907
H -0.576 -4.190 1.802
H -2.023 -4.023 1.834
O -1.244 -3.472 1.706
H 0.561 -2.388 -1.410
H 0.550 -2.182 0.132
O 1.127 -2.400 -0.640
H -1.346 -2.540 -2.854
H -1.432 -1.627 -1.477
O -1.019 -1.730 -2.437
H -0.273 4.505 0.129
H 0.347 4.867 -1.201
O -0.133 4.186 -0.766
H -0.556 -0.100 -2.965
H -0.436 0.600 -4.247
O -0.136 0.726 -3.333
*
```

The calculation puts the energy relative to the best compared isomer or geometry (same formula, charge and spin) at 33.4 kcal per mole.

Charges per atom according to Löwdin partitioning, unit e:
1. N 0.166
2. C -0.140
3. C -0.206
4. N -0.040
5. C -0.038
6. C -0.339
7. C -0.131
8. O -0.090
9. H 0.138
10. H 0.100
11. H 0.164
12. H 0.130
13. H 0.129
14. H 0.126
15. H 0.131
16. H 0.091
17. H 0.077
18. H 0.070
19. H 0.092
20. H 0.140
21. H 0.140
22. H 0.095
23. H 0.059
24. H 0.037
25. H 0.000
26. O -0.081
27. H 0.098
28. H -0.020
29. O -0.114
30. H 0.096
31. H 0.075
32. O -0.032
33. H 0.028
34. H 0.041
35. O -0.055
36. H 0.071
37. H 0.004
38. O -0.112
39. H 0.049
40. H 0.037
41. O -0.028
42. H 0.040
43. H 0.093
44. O -0.091

---

[2]
Formula: C5H2Br2N2S2Sc
Source: the Open Molecules 2025 dataset
Level of theory: wB97M-V/def2-TZVPD

Geometry as ORCA input:
```
! wB97M-V def2-TZVPD RIJCOSX def2/J DEFGRID3
* xyz 1 1
Sc 0.568 1.714 -0.153
S -1.154 1.022 1.307
C -0.020 -0.307 1.535
S 1.536 -0.248 0.702
C -0.336 -1.357 2.314
C 0.604 -2.442 2.472
N 1.392 -3.276 2.541
C -1.610 -1.405 2.993
N -2.638 -1.440 3.506
Br 1.983 1.475 -2.712
C 0.312 1.558 -3.648
Br -1.151 1.576 -2.406
H 0.230 0.655 -4.235
H 0.284 2.473 -4.216
*
```

The calculation puts the energy relative to the best compared isomer or geometry (same formula, charge and spin) at 5.3 kcal per mole.

Charges per atom according to Löwdin partitioning, unit e:
1. Sc 0.495
2. S 0.631
3. C -1.053
4. S 0.642
5. C -0.341
6. C -0.212
7. N 0.203
8. C -0.210
9. N 0.204
10. Br 0.747
11. C -0.938
12. Br 0.771
13. H 0.030
14. H 0.028

---

[3]
Formula: C5H2BrN2O3
Source: the Open Molecules 2025 dataset
Level of theory: wB97M-V/def2-TZVPD

Geometry as ORCA input:
```
! wB97M-V def2-TZVPD RIJCOSX def2/J DEFGRID3
* xyz 1 1
H 0.828 -1.564 1.496
N 0.585 -0.545 1.066
C 1.318 0.351 0.676
C 0.863 1.582 -0.017
C -0.396 1.629 -0.372
C -1.527 0.973 -0.461
Br -3.119 1.209 0.522
C 1.993 2.561 -0.253
O 2.216 3.623 -0.687
O 3.181 1.873 0.374
N 2.799 0.608 0.796
O 3.653 -0.056 1.291
H -1.575 0.419 -1.381
*
```

The calculation puts the energy relative to the best compared isomer or geometry (same formula, charge and spin) at 14.8 kcal per mole. As for the structure (SMILES): [H]/N=C1/C(=C=CBr)C(=O)O[N+]1=O.

Charges per atom according to Löwdin partitioning, unit e:
1. H 0.211
2. N 0.276
3. C -0.247
4. C -0.082
5. C 0.015
6. C -0.519
7. Br 0.819
8. C -0.256
9. O 0.270
10. O 0.165
11. N -0.044
12. O 0.301
13. H 0.092

---

[4]
Formula: C5H2Cl2N4O
Source: the Open Molecules 2025 dataset
Level of theory: wB97M-V/def2-TZVPD

Geometry as ORCA input:
```
! wB97M-V def2-TZVPD RIJCOSX def2/J DEFGRID3
* xyz 0 1
H 0.687 -1.807 -1.313
N 0.563 -0.856 -0.928
C -0.648 -0.850 -0.453
C -1.639 -1.737 -1.059
N -2.223 -2.555 -1.629
C -1.203 0.317 0.382
Cl -1.738 -0.264 2.028
Cl -2.522 0.931 -0.823
C -0.621 1.621 0.715
N -0.454 2.683 1.055
N 1.651 0.666 0.391
C 2.731 0.801 0.903
O 3.798 0.629 1.331
H 1.618 0.420 -0.600
*
```

As for the structure (SMILES): [H]/N=C(\C#N)C(Cl)(Cl)C#N.N=C=O.

Charges per atom according to Löwdin partitioning, unit e:
1. H 0.117
2. N 0.157
3. C -0.402
4. C -0.232
5. N 0.198
6. C -0.941
7. Cl 0.687
8. Cl 0.671
9. C -0.454
10. N 0.193
11. N 0.115
12. C -0.348
13. O 0.165
14. H 0.073

---

[5]
Formula: C5H2ClFS
Source: the Open Molecules 2025 dataset
Level of theory: wB97M-V/def2-TZVPD

Geometry as ORCA input:
```
! wB97M-V def2-TZVPD RIJCOSX def2/J DEFGRID3
* xyz 0 1
C 0.679 -2.373 0.493
C 0.306 -1.145 0.603
C -0.609 -0.118 0.827
S -2.130 -0.327 1.595
C -0.546 1.034 -0.049
F -1.376 1.877 0.263
C 0.458 1.360 -0.913
Cl 1.660 0.630 -2.060
H 1.243 -3.209 0.520
H 0.315 2.271 -1.280
*
```

The calculation puts the energy relative to the best compared isomer or geometry (same formula, charge and spin) at 59.2 kcal per mole. As for the structure (SMILES): C#CC(=S)/C(F)=C\Cl.

Charges per atom according to Löwdin partitioning, unit e:
1. C 0.213
2. C -0.142
3. C -0.653
4. S 0.769
5. C -0.529
6. F 0.126
7. C -0.356
8. Cl 0.569
9. H -0.001
10. H 0.005

---

[6]
Formula: C5H2ClN
Source: the Open Molecules 2025 dataset
Level of theory: wB97M-V/def2-TZVPD

Geometry as ORCA input:
```
! wB97M-V def2-TZVPD RIJCOSX def2/J DEFGRID3
* xyz 0 1
C 1.548 3.143 0.539
C 0.667 2.342 0.454
C -0.337 1.449 0.224
C -0.839 0.396 -0.080
Cl -1.741 -1.033 -0.081
H 2.165 4.005 0.376
C -0.410 -3.489 -0.510
N -1.055 -4.125 0.170
H 0.003 -2.688 -1.091
*
```

The calculation puts the energy relative to the best compared isomer or geometry (same formula, charge and spin) at 61.8 kcal per mole. As for the structure (SMILES): C#CC#CCl.C#N.

Charges per atom according to Löwdin partitioning, unit e:
1. C 0.129
2. C -0.169
3. C -0.127
4. C -0.496
5. Cl 0.720
6. H 0.043
7. C -0.183
8. N 0.052
9. H 0.031

---

no.,Kohn-Sham gap (eV),LUMO energy (eV)
1,9.8,-2.415
2,7.0,-5.515
3,6.6,-7.681
4,9.1,-1.571
5,7.2,-2.013
6,10.1,0.300